1.
DFT (ωB97M-V/def2-TZVPD) results for a molecular structure, C6H11N2S.

Summary:
**Net charge**: +1
**ΔE to the lowest compared entry with this formula, charge and spin**: 318.18 kJ/mol
**Kohn-Sham gap**: 9.238 eV
**Spin multiplicity**: 1

Cartesian coordinates (Å):
C: -0.03 0.20 -0.99
C: -0.40 -0.07 -2.89
C: -1.02 0.94 1.04
C: 1.38 0.74 1.06
C: -0.17 -1.37 0.80
C: 0.14 0.11 0.46
N: -0.80 -0.67 -1.75
N: -0.68 -0.28 -4.15
S: 0.67 1.30 -2.20
H: -0.84 1.10 2.16
H: -0.86 2.05 0.86
H: -2.03 0.68 0.57
H: 1.27 0.51 2.20
H: 1.57 1.80 1.00
H: 2.35 0.11 0.71
H: 0.05 -1.48 1.93
H: 0.61 -1.97 0.22
H: -1.20 -1.59 0.63
H: -1.24 -1.16 -4.17
H: -0.19 0.16 -4.89



2.
DFT (ωB97M-V/def2-TZVPD) results for a molecular structure, C13H17ClOTc.

Summary:
**Net charge**: 0
**Kohn-Sham gap (alpha / beta)**: 7.037 / 6.369 eV
**Spin multiplicity**: 4
**<S²>**: 3.785

Cartesian coordinates (Å):
C: 0.06 -3.05 -1.88
C: -1.01 -2.10 -2.13
C: -1.68 -1.83 -0.87
H: -1.43 -1.86 -3.10
C: -0.88 -2.40 0.17
C: 0.15 -3.22 -0.44
H: 0.81 -3.90 0.09
H: 0.61 -3.58 -2.64
H: -2.67 -1.35 -0.76
H: -1.14 -2.35 1.23
Tc: 0.62 -1.21 -1.03
Cl: 1.35 -0.20 -2.88
C: -1.19 3.33 0.04
C: -1.80 2.61 1.11
C: -2.93 1.89 0.61
H: -1.57 2.76 2.16
C: -3.03 2.15 -0.79
C: -1.98 3.06 -1.13
H: -1.86 3.56 -2.09
H: -0.18 3.76 0.06
H: -3.56 1.18 1.16
H: -3.72 1.67 -1.49
C: 2.49 1.32 0.95
C: 2.20 -0.18 0.82
C: 2.67 -0.92 2.08
O: 0.81 -0.34 0.68
H: 1.98 1.67 1.86
H: 2.18 1.88 0.06
H: 3.56 1.51 1.07
H: 2.76 -0.60 -0.05
H: 2.23 -0.42 2.95
H: 2.41 -1.98 2.05
H: 3.76 -0.86 2.17



3.
DFT (ωB97M-V/def2-TZVPD) results for C4H3N3O in the gas phase.

Summary:
**Net charge**: 0
**ΔE to the lowest compared entry with this formula, charge and spin**: 505.21 kJ/mol
**Kohn-Sham gap**: 9.713 eV
**Spin multiplicity**: 1
**SMILES**: C#Cc1nncn1O

Cartesian coordinates (Å):
C: -2.90 -0.38 0.06
C: -1.75 -0.51 -0.17
C: -0.31 -0.66 -0.03
N: 0.37 -1.84 -0.16
N: 1.76 -1.53 -0.06
C: 1.91 -0.22 0.07
N: 0.66 0.46 0.03
O: 0.53 1.76 -0.27
H: -3.92 0.21 0.01
H: 2.82 0.29 -0.05
H: 0.82 2.40 0.57



4.
DFT (ωB97M-V/def2-TZVPD) results for 2 unconnected molecules or ions with the total composition C3H8S2.

Summary:
**Net charge**: 0
**ΔE to the lowest compared entry with this formula, charge and spin**: 113.74 kJ/mol
**Kohn-Sham gap**: 9.612 eV
**Spin multiplicity**: 1
**SMILES**: C=CC.SS

Cartesian coordinates (Å):
C: -0.76 0.08 2.47
C: -1.37 1.03 1.78
C: -2.75 0.90 1.23
H: 0.20 0.21 2.95
H: -1.18 -0.92 2.46
H: -1.01 2.05 1.82
H: -3.54 1.12 1.95
H: -2.93 -0.12 0.88
H: -2.93 1.54 0.37
S: 0.44 -0.87 -1.94
S: 1.79 0.03 -0.66
H: 1.29 -1.32 -2.86
H: 1.64 -0.88 0.29



5.
DFT (ωB97M-V/def2-TZVPD) results for a molecular structure, C34H37F3GeHgN4O2S.

Summary:
**Net charge**: -1
**ΔE to the lowest compared entry with this formula, charge and spin**: 0.00 kJ/mol
**Kohn-Sham gap (alpha / beta)**: 7.356 / 6.459 eV
**Spin multiplicity**: 2
**<S²>**: 0.764

Cartesian coordinates (Å):
Hg: 0.15 -0.29 0.13
O: -3.04 -2.81 2.47
C: -2.15 -2.19 1.86
O: -2.22 -1.11 1.23
C: -0.75 -2.86 1.92
C: -0.62 -4.10 2.55
C: 0.62 -4.71 2.60
C: 1.71 -4.07 2.04
C: 1.51 -2.85 1.43
N: 0.31 -2.26 1.37
H: -1.52 -4.53 2.97
H: 0.73 -5.68 3.09
H: 2.70 -4.51 2.07
H: 2.33 -2.31 0.97
C: 1.94 5.10 0.67
C: 1.48 4.49 -0.65
C: 0.42 3.42 -0.45
C: -0.04 2.77 -1.76
Ge: -1.08 1.10 -1.50
C: -2.94 1.34 -0.87
C: -3.11 2.38 0.24
C: -3.19 3.81 -0.28
C: -3.12 4.84 0.84
H: 2.69 5.87 0.53
H: 2.37 4.33 1.32
H: 1.10 5.54 1.21
H: 2.34 4.04 -1.16
H: 1.10 5.27 -1.32
H: -0.44 3.86 0.07
H: 0.82 2.65 0.22
H: 0.84 2.47 -2.33
H: -0.59 3.48 -2.38
H: -1.16 0.42 -2.89
H: -3.24 0.36 -0.51
H: -3.59 1.60 -1.72
H: -2.29 2.30 0.96
H: -4.02 2.17 0.81
H: -4.13 3.93 -0.83
H: -2.39 3.99 -1.00
H: -3.96 4.72 1.54
H: -3.16 5.87 0.46
H: -2.20 4.73 1.42
F: -1.55 1.86 7.29
C: -0.30 1.56 6.89
F: 0.15 0.57 7.69
F: 0.46 2.64 7.15
C: -0.23 1.17 5.44
C: -1.35 1.21 4.63
C: -1.21 0.83 3.30
N: -0.05 0.45 2.78
C: 1.03 0.42 3.57
C: 0.98 0.77 4.91
H: -2.32 1.51 5.01
H: -2.06 0.79 2.63
H: 1.95 0.13 3.09
H: 1.88 0.72 5.51
N: 1.56 -1.90 -1.44
C: 1.22 -2.40 -2.53
C: -0.22 -2.46 -2.92
C: -1.19 -2.66 -1.94
C: -2.54 -2.60 -2.27
C: -2.91 -2.35 -3.58
C: -1.95 -2.17 -4.56
C: -0.61 -2.22 -4.24
C: 2.29 -2.93 -3.43
C: 2.07 -4.05 -4.21
C: 3.10 -4.56 -5.00
C: 4.34 -3.93 -5.02
C: 4.56 -2.81 -4.23
C: 3.54 -2.30 -3.44
H: -0.90 -2.85 -0.92
H: -3.28 -2.74 -1.49
H: -3.97 -2.29 -3.84
H: -2.25 -1.96 -5.58
H: 0.15 -2.06 -4.99
H: 1.11 -4.54 -4.20
H: 2.93 -5.44 -5.61
H: 5.13 -4.32 -5.64
H: 5.52 -2.32 -4.24
H: 3.71 -1.43 -2.82
S: 5.06 0.74 -0.22
C: 3.52 0.69 0.36
N: 2.42 0.65 0.76